# 1
DFT (ωB97M-V with the def2-TZVPD basis set) results for C47H56O8P2PtS2 as an isolated structure.

Geometry as XYZ:
```
116
Properties=species:S:1:pos:R:3:forces:R:3:mulliken_charge:R:1
Pt 0.1867 0.0556 0.5114 0.2 0.1 0.0 3.236
C 2.4966 3.8369 -1.4150 0.0 0.0 0.0 -1.245
C 1.6962 4.7258 -0.4967 0.0 0.0 0.1 0.560
C 2.3594 6.0383 -0.1693 0.0 0.0 0.0 -1.421
O 1.5286 4.0043 0.8109 0.1 0.0 0.0 0.218
P 0.2634 3.2025 1.1975 0.0 0.0 0.0 0.032
O -0.0639 2.0663 0.2436 -0.2 -0.1 -0.1 -0.698
C 0.6137 2.6087 2.8556 0.1 0.1 0.0 -0.597
P 1.8375 1.2901 3.0276 0.0 -0.1 0.0 -0.441
O 1.8663 0.3690 1.8219 0.0 0.0 0.0 -1.123
O 1.4424 0.4369 4.2675 0.0 0.0 0.0 -0.118
C 1.3361 0.7763 5.7109 0.0 0.0 0.0 0.512
C 2.5128 1.5904 6.1937 0.0 0.0 0.0 -1.316
C -0.0014 1.4288 5.9821 0.0 0.0 0.0 -1.091
O 3.1635 2.0396 3.2589 -0.1 0.1 -0.1 -0.153
C 4.5690 1.7183 2.8815 -0.1 0.0 0.0 0.425
C 4.8896 0.2853 3.2307 0.1 0.0 0.0 -1.100
C 4.7644 2.0725 1.4287 0.0 0.0 0.0 -0.985
O -0.9938 4.1106 1.2492 0.1 0.0 0.0 -0.188
C -0.9931 5.4706 1.8807 0.0 -0.1 0.0 0.782
C -1.8787 5.3923 3.0997 0.0 0.0 0.0 -1.294
C -1.4784 6.4412 0.8346 0.0 0.0 0.0 -1.448
H 2.5975 4.3252 -2.3845 0.0 0.0 0.0 0.471
H 2.0021 2.8776 -1.5680 0.0 0.0 0.0 0.261
H 3.4964 3.6727 -1.0138 0.0 0.0 0.0 0.227
H 0.6886 4.8822 -0.8868 0.0 0.0 0.0 0.330
H 3.3404 5.8706 0.2754 0.0 0.0 0.0 0.320
H 1.7547 6.6335 0.5140 0.0 0.0 0.0 0.348
H 2.4942 6.6119 -1.0865 0.0 0.0 0.0 0.432
H -0.3327 2.2646 3.2755 0.0 0.0 0.0 0.581
H 0.9644 3.4630 3.4429 0.0 0.0 0.0 0.760
H 1.3624 -0.2150 6.1591 0.0 0.0 0.0 0.266
H 2.5090 2.5989 5.7783 0.0 0.0 0.0 0.285
H 3.4594 1.1085 5.9547 0.0 0.0 0.0 0.229
H 2.4472 1.6787 7.2784 0.0 0.0 0.0 0.514
H -0.0269 2.4615 5.6303 0.0 0.0 0.0 0.272
H -0.1692 1.4548 7.0590 0.0 0.0 0.0 0.495
H -0.8187 0.8677 5.5242 0.0 0.0 0.0 0.158
H 5.1241 2.4017 3.5197 0.0 0.0 0.0 0.326
H 4.2978 -0.4064 2.6281 0.0 0.0 0.0 0.159
H 4.7219 0.0836 4.2880 0.0 0.0 0.0 0.281
H 5.9442 0.1023 3.0237 0.0 0.0 0.0 0.481
H 4.1894 1.4064 0.7829 0.0 0.0 0.0 0.110
H 5.8206 1.9736 1.1767 0.0 0.0 0.0 0.536
H 4.4684 3.1039 1.2427 0.0 0.0 0.0 0.173
H 0.0410 5.6869 2.1586 0.0 0.0 0.0 0.265
H -2.9003 5.1437 2.8120 0.0 0.0 0.0 0.334
H -1.8922 6.3604 3.6004 0.0 0.0 0.0 0.420
H -1.5185 4.6507 3.8147 0.0 0.0 0.0 0.209
H -2.4794 6.1702 0.4997 0.0 0.0 0.0 0.356
H -0.8121 6.4743 -0.0266 0.0 0.0 0.0 0.306
H -1.5211 7.4423 1.2643 0.0 0.0 0.0 0.424
C 3.5549 -6.5842 -3.4188 0.0 0.0 0.0 -1.448
C 2.6433 -5.7835 -2.6030 0.0 0.0 0.0 0.896
C 3.1127 -4.5989 -1.9344 0.0 0.0 0.0 -0.725
C 2.2617 -3.8247 -1.1972 0.0 0.0 0.0 -0.394
C 0.9172 -4.2206 -1.0914 0.0 0.0 0.0 0.167
C 0.4146 -5.3793 -1.7449 0.0 0.0 0.0 -0.350
C 1.2605 -6.1438 -2.4831 0.0 0.0 0.0 -0.754
S -0.2358 -3.1670 -0.2409 0.0 -0.1 0.1 0.829
O 0.6290 -2.0659 0.3487 0.0 0.1 0.1 -0.755
C -0.7521 -4.2537 1.0709 -0.1 0.2 0.0 1.008
C 0.1607 -5.1388 1.6803 0.1 -0.2 0.1 -0.944
C -0.2483 -5.8935 2.7432 0.1 0.1 -0.1 -1.298
C -1.5622 -5.7801 3.2532 -0.1 -0.1 0.1 0.748
C -1.9940 -6.5600 4.3528 -0.1 0.0 0.0 -1.031
C -3.2632 -6.4250 4.8499 0.3 -0.1 0.0 -0.766
C -4.1579 -5.4974 4.2777 0.0 0.2 -0.2 -0.904
C -3.7754 -4.7303 3.2102 0.0 -0.1 0.1 -0.804
C -2.4704 -4.8583 2.6622 -0.2 0.0 0.0 0.835
C -2.0451 -4.0919 1.5480 0.1 0.0 -0.1 -0.163
C -2.9591 -3.0695 0.9609 -0.1 -0.2 -0.1 0.594
C -3.9599 -3.4185 0.0262 0.0 0.1 0.0 0.776
C -4.2300 -4.7616 -0.3197 0.1 0.0 0.1 -0.622
C -5.2640 -5.0836 -1.2058 -0.2 0.0 -0.1 -1.003
C -6.0366 -4.0871 -1.7747 0.0 -0.2 0.0 -0.706
C -5.7857 -2.7476 -1.4602 0.0 0.1 0.0 -0.917
C -4.7576 -2.3946 -0.5548 0.1 0.1 0.1 0.624
C -4.5280 -1.0546 -0.2185 -0.2 -0.1 -0.2 -1.070
C -3.5586 -0.7207 0.7204 0.2 0.0 0.2 -0.890
C -2.8224 -1.7271 1.3335 -0.1 0.1 0.0 0.469
S -1.6211 -1.3032 2.6138 0.0 -0.1 0.0 0.616
O -1.2506 0.1330 2.2194 0.0 0.0 -0.1 -0.888
C -2.6335 -1.2534 4.0374 0.0 0.0 0.0 0.820
C -3.8500 -0.5733 4.1197 0.0 0.0 -0.1 -0.522
C -4.5351 -0.5753 5.3157 0.0 0.0 0.0 -0.992
C -4.0334 -1.2462 6.4420 0.0 0.0 0.0 0.806
C -4.7751 -1.2069 7.7417 0.0 0.0 0.0 -1.594
C -2.8178 -1.9233 6.3314 0.0 0.0 0.0 -1.080
C -2.1124 -1.9278 5.1409 0.0 0.0 0.0 -0.445
H 4.6003 -6.4655 -3.1389 0.0 0.0 0.0 0.413
H 3.4667 -6.1982 -4.4547 0.0 0.0 0.0 0.368
H 3.2654 -7.6337 -3.4742 0.0 0.0 0.0 0.421
H 4.1601 -4.3388 -2.0248 0.0 0.0 0.0 0.455
H 2.6018 -2.9340 -0.6857 0.0 0.0 0.0 0.576
H -0.6304 -5.6464 -1.6459 0.0 0.0 0.0 0.494
H 0.9093 -7.0336 -2.9899 0.0 0.0 0.0 0.481
H 1.1809 -5.2156 1.3260 0.0 0.0 0.0 0.657
H 0.4439 -6.5839 3.2090 0.0 0.0 0.0 0.498
H -1.3073 -7.2706 4.7959 0.0 0.0 0.0 0.510
H -3.5789 -7.0345 5.6862 0.0 0.0 0.0 0.485
H -5.1560 -5.3917 4.6819 0.0 0.0 0.0 0.521
H -4.4747 -4.0190 2.7873 0.0 0.0 0.0 0.475
H -3.6479 -5.5576 0.1292 0.0 0.0 0.0 0.648
H -5.4654 -6.1200 -1.4427 0.0 0.0 0.0 0.502
H -6.8358 -4.3417 -2.4581 0.0 0.0 0.0 0.471
H -6.3900 -1.9650 -1.9032 0.0 0.0 0.0 0.539
H -5.1222 -0.2785 -0.6858 0.0 0.0 0.0 0.531
H -3.3654 0.3135 0.9797 0.0 0.0 0.0 0.787
H -4.2541 -0.0392 3.2687 0.0 0.0 0.0 0.490
H -5.4787 -0.0497 5.3916 0.0 0.0 0.0 0.455
H -5.8500 -1.1324 7.5867 0.0 0.0 0.0 0.423
H -4.4666 -0.3273 8.3118 0.0 0.0 0.0 0.295
H -4.5654 -2.0835 8.3514 0.0 0.0 0.0 0.428
H -2.4199 -2.4478 7.1912 0.0 0.0 0.0 0.504
H -1.1638 -2.4482 5.0651 0.0 0.0 0.0 0.579
```
Positions in Å, forces in eV/Å.

Spin multiplicity: 5
⟨S²⟩: 6.051
Total charge: +4



# 2
DFT (ωB97M-V with the def2-TZVPD basis set) results for C47H57BCoN11S3 as an isolated structure in a non-equilibrium geometry.

Geometry as XYZ:
```
120
Properties=species:S:1:pos:R:3:forces:R:3:mulliken_charge:R:1
Co 0.3888 0.1899 -1.8314 0.4 0.1 -0.9 0.159
C -4.4726 -1.1615 -1.0934 0.0 -0.1 0.0 -1.822
C -3.5788 -0.6424 -0.0256 0.0 0.2 0.4 0.473
C -4.0307 -0.2330 1.2013 0.6 0.0 -0.3 -0.932
C -3.0948 0.2343 2.1558 -0.6 -0.2 -0.4 -0.154
N -1.8252 0.3754 1.8517 0.2 0.0 0.7 -0.718
N -1.3784 0.0258 0.6626 -1.2 -0.4 -0.7 0.676
B 0.1248 0.1045 0.2743 0.2 0.1 -0.2 1.940
N 0.8651 1.3185 0.8945 0.7 0.4 -0.6 0.477
N 0.4865 1.8897 2.0330 -0.4 0.3 0.8 -0.097
C 1.2526 2.7611 2.6355 0.4 -0.1 -0.3 -0.576
C 2.5904 2.9523 2.2015 0.0 -0.3 -0.5 -0.750
C 2.9600 2.4693 0.9821 -0.1 0.0 0.7 0.031
C 4.3134 2.6968 0.4014 0.0 0.1 -0.1 -1.876
C 1.9644 1.7774 0.2314 0.0 0.3 -0.3 0.700
S 2.1120 1.6891 -1.4433 -0.2 0.0 0.3 -0.666
C 0.6692 3.5846 3.7713 -0.2 0.1 0.2 2.437
C 0.1956 2.6766 4.9108 0.0 0.1 -0.2 -1.331
C 1.6755 4.5849 4.3490 -0.1 -0.2 -0.1 -2.231
C -0.4966 4.3913 3.1750 0.1 -0.1 0.0 -1.520
N 0.8108 -1.1980 0.8170 0.3 -1.1 -0.3 0.156
N 1.3604 -0.9596 2.0024 0.2 0.3 0.9 0.185
C 2.0799 -1.8383 2.6329 0.0 -0.1 -0.1 0.123
C 2.4944 -3.0198 1.9758 -0.4 0.2 -0.5 -1.213
C 1.9331 -3.3115 0.7672 0.3 0.1 0.5 0.681
C 2.3108 -4.5307 -0.0011 0.0 -0.1 0.1 -1.848
C 0.9172 -2.4372 0.2617 -0.2 0.5 0.3 0.736
S -0.1151 -3.0968 -0.9055 -0.4 -0.1 -0.2 -0.108
C 2.3847 -1.5700 4.0865 0.0 0.2 0.2 2.469
C 3.8803 -1.7184 4.3790 -0.2 0.0 -0.1 -1.927
C 1.9052 -0.1703 4.4637 0.1 -0.3 0.0 -1.563
C 1.5869 -2.6033 4.8992 0.1 0.1 -0.1 -1.909
C -2.1905 -0.5334 -0.2649 -0.1 0.2 0.4 0.602
S -1.4884 -1.0663 -1.7189 0.3 -0.1 0.1 -0.446
C -3.5042 0.5679 3.5771 0.1 0.1 0.3 2.380
C -3.1869 2.0429 3.8313 0.0 -0.2 -0.1 -1.505
C -4.9942 0.3382 3.8353 0.2 0.0 -0.1 -2.392
C -2.6981 -0.3383 4.5173 -0.1 0.1 -0.2 -1.437
H -5.5160 -1.0313 -0.8233 -0.1 0.0 0.0 0.437
H -4.2681 -2.2181 -1.2617 -0.1 -0.1 -0.1 0.340
H -4.2755 -0.6421 -2.0294 0.0 0.0 -0.1 0.333
H -5.0853 -0.2798 1.4193 -0.1 0.0 0.1 0.644
H 3.3064 3.4901 2.8001 0.0 0.1 0.1 0.645
H 5.0364 2.9189 1.1818 0.0 0.0 0.1 0.450
H 4.2802 3.5399 -0.2893 0.1 0.0 -0.1 0.338
H 4.6407 1.8273 -0.1652 0.0 0.0 -0.1 0.318
H 1.0487 2.2995 5.4673 0.1 -0.1 0.1 0.352
H -0.3619 1.8333 4.5238 -0.1 -0.2 0.0 -0.041
H -0.4336 3.2349 5.5977 -0.1 0.1 0.1 0.458
H 2.5198 4.0849 4.8173 0.1 0.0 0.1 0.437
H 1.1776 5.1766 5.1133 0.0 0.1 0.1 0.431
H 2.0424 5.2721 3.5896 0.1 0.1 -0.1 0.453
H -1.1390 3.7621 2.5662 -0.1 0.0 0.0 0.165
H -0.1143 5.1971 2.5499 0.0 0.1 -0.1 0.408
H -1.0879 4.8311 3.9730 -0.1 0.1 0.1 0.410
H 3.2272 -3.6755 2.4185 0.1 -0.1 0.0 0.524
H 3.2414 -4.9422 0.3812 0.1 0.0 0.0 0.425
H 2.4228 -4.2960 -1.0573 0.0 0.0 -0.1 0.206
H 1.5370 -5.2897 0.0930 -0.1 -0.1 -0.1 0.405
H 4.4641 -1.0768 3.7239 0.1 0.1 -0.1 0.381
H 4.2122 -2.7453 4.2476 0.1 -0.1 0.0 0.402
H 4.0768 -1.4300 5.4080 0.1 0.0 0.1 0.455
H 2.4395 0.5846 3.8951 0.1 0.2 0.0 0.209
H 2.0616 0.0037 5.5245 0.1 0.0 0.2 0.703
H 0.8481 -0.0711 4.2380 -0.1 0.1 0.0 -0.320
H 1.8890 -3.6196 4.6573 0.0 -0.1 0.0 0.443
H 0.5211 -2.5079 4.7007 -0.1 0.0 0.0 0.312
H 1.7547 -2.4322 5.9593 0.0 0.0 0.1 0.479
H -3.7961 2.6704 3.1841 -0.1 0.2 -0.1 0.436
H -2.1439 2.2357 3.6224 0.1 0.1 0.0 0.007
H -3.3991 2.3051 4.8639 0.0 0.0 0.2 0.442
H -5.6024 1.0041 3.2287 -0.2 0.1 -0.1 0.460
H -5.2101 0.5508 4.8791 0.0 0.0 0.1 0.411
H -5.2828 -0.6915 3.6403 -0.1 -0.1 0.0 0.511
H -1.6376 -0.2834 4.2887 0.2 0.0 0.1 0.060
H -3.0232 -1.3718 4.4039 0.0 -0.1 0.0 0.437
H -2.8617 -0.0325 5.5471 0.0 0.0 0.1 0.423
C -3.1162 2.0343 -7.7930 0.1 0.2 -0.1 -1.697
C -2.1627 1.5812 -6.7368 0.0 -0.1 0.3 0.217
C -1.0456 0.8121 -7.0572 -0.1 0.0 0.2 -0.876
C -0.2420 0.3133 -6.0650 0.0 0.6 0.1 -0.231
C -0.4994 0.5332 -4.6944 -0.5 0.5 -0.5 0.417
N 0.2387 -0.1930 -3.7836 0.4 0.5 1.2 -0.166
C 0.3868 -1.5093 -4.1517 0.4 -0.9 -0.3 -0.259
C -0.6113 -2.1763 -4.8981 0.1 0.0 0.5 0.748
C -0.4350 -3.4380 -5.4038 0.2 -0.1 0.1 -1.237
C 0.7452 -4.1435 -5.1705 0.1 0.3 0.0 0.044
C 0.9654 -5.4996 -5.7558 0.0 -0.1 0.1 -1.643
C 1.6843 -3.5586 -4.3390 -0.2 -0.1 -0.1 -0.279
C 1.5205 -2.2794 -3.8247 -1.0 -0.1 -0.6 0.158
N 2.5225 -1.7997 -2.9724 0.7 0.1 -0.1 -0.649
C 3.8391 -2.0633 -3.0720 0.3 0.2 0.1 -0.262
C 4.4378 -1.5853 -1.9300 0.0 -0.2 0.0 -1.761
C 3.3911 -1.0494 -1.1831 0.0 -0.2 -0.2 -0.285
N 2.2364 -1.1790 -1.8289 -0.3 0.0 0.4 1.064
C -1.5414 1.4315 -4.3855 0.6 -0.7 -1.0 0.101
C -2.3492 1.9258 -5.4097 0.0 0.0 -0.3 -0.552
N -1.8363 1.8356 -3.0737 -0.7 0.3 0.6 0.000
C -2.9921 2.3998 -2.6552 0.0 0.0 0.3 -0.120
C -2.7897 2.8594 -1.3745 0.0 0.0 0.0 -1.659
C -1.4664 2.5262 -1.0837 -0.3 0.1 -0.4 -0.647
N -0.9115 1.8912 -2.1080 0.3 0.1 0.0 0.113
H -3.1794 1.2956 -8.5888 -0.1 0.0 -0.1 0.399
H -2.7751 2.9703 -8.2313 0.0 0.1 -0.1 0.315
H -4.1068 2.1991 -7.3761 -0.1 0.0 -0.1 0.382
H -0.8278 0.5792 -8.0884 0.0 0.0 -0.2 0.468
H 0.6163 -0.2875 -6.3261 0.0 -0.1 0.0 0.544
H -1.5426 -1.6609 -5.0734 0.0 0.1 -0.1 0.651
H -1.2267 -3.8878 -5.9841 -0.1 -0.1 -0.1 0.439
H 0.4423 -5.5936 -6.7041 0.0 -0.1 -0.1 0.411
H 0.5827 -6.2597 -5.0742 0.0 -0.2 -0.1 0.273
H 2.0230 -5.6934 -5.9205 0.0 0.0 0.0 0.397
H 2.5676 -4.1154 -4.0643 0.1 -0.1 0.0 0.461
H 4.2644 -2.5350 -3.9349 0.0 -0.1 -0.2 0.621
H 5.4780 -1.6239 -1.6805 0.2 0.0 0.0 0.545
H 3.4404 -0.5940 -0.2125 -0.1 0.2 0.1 0.552
H -3.1609 2.5960 -5.1722 -0.1 0.1 0.0 0.453
H -3.8799 2.4201 -3.2534 0.0 0.0 -0.2 0.443
H -3.4877 3.3717 -0.7438 -0.2 0.1 0.1 0.549
H -0.9112 2.7267 -0.1906 0.2 0.0 0.2 0.966
```
Positions in Å, forces in eV/Å.

Spin multiplicity: 4
⟨S²⟩: 3.908
Total charge: +1



For the records above, the corresponding DFT total energy values read -4023.6095; -5029.5074 Ha.
For the records above, the corresponding energy above the lowest of the compared OMol25 structures with the same formula, charge and spin values read 0.0; 0.0 kJ/mol.